Record 1
{"formula": "C4H6ClNS", "method": "ωB97M-V/def2-TZVPD", "species": ["C", "C", "C", "C", "N", "S", "Cl", "H", "H", "H", "H", "H", "H"], "xyz": [[-0.084, -1.188, -0.024], [1.015, -1.429, -0.717], [-0.132, 0.116, 0.766], [-1.372, 0.904, 0.150], [-2.581, 0.203, 0.532], [-1.461, -2.270, 0.283], [-3.982, 0.347, -0.380], [1.129, -2.328, -1.121], [1.687, -0.685, -0.798], [-0.372, -0.184, 1.733], [0.602, 0.859, 0.558], [-1.248, 1.944, 0.699], [-1.310, 0.859, -0.990]], "lowdin_charge": [-0.75, 0.01, -0.21, -0.34, -0.53, 0.72, 0.58, 0.02, 0.03, 0.08, 0.10, 0.16, 0.12], "homo_lumo_gap_ev": [7.799, 6.763], "charge": 0, "homo_energy_ev": [-8.89, -8.61]}



Record 2
{"formula": "C4H6ClNS", "method": "ωB97M-V/def2-TZVPD", "species": ["S", "C", "N", "C", "C", "C", "Cl", "H", "H", "H", "H", "H", "H"], "xyz": [[-2.567, -0.943, -0.023], [-1.702, 0.500, -0.638], [-0.826, 1.091, 0.134], [-0.034, 0.548, 1.270], [0.636, 1.280, 0.160], [1.357, 0.497, -0.834], [2.615, -0.845, 0.021], [-1.937, 1.415, -1.583], [-0.096, -0.525, 1.356], [-0.382, 0.856, 2.203], [1.123, 2.248, 0.248], [1.876, 1.055, -1.704], [0.284, -0.189, -1.189]], "lowdin_charge": [0.48, -0.65, -0.17, -0.08, -0.34, -0.35, 0.35, 0.18, 0.08, 0.10, 0.14, 0.11, 0.15], "homo_lumo_gap_ev": 8.215, "charge": 0, "homo_energy_ev": -8.73, "smiles": "S=CN1C[C@H]1CCl"}



Record 3
{"formula": "C4H6F12O15PtS4", "method": "ωB97M-V/def2-TZVPD", "species": ["Pt", "C", "F", "F", "F", "S", "O", "O", "O", "C", "F", "F", "F", "S", "O", "O", "O", "C", "F", "F", "F", "S", "O", "O", "O", "C", "F", "F", "F", "S", "O", "O", "O", "O", "H", "H", "O", "H", "H", "O", "H", "H"], "xyz": [[-0.034, -0.735, -0.405], [2.396, -4.518, 1.439], [2.808, -4.458, 0.197], [1.587, -5.553, 1.630], [3.451, -4.811, 2.275], [1.569, -2.781, 1.987], [0.946, -2.946, 3.324], [2.753, -1.929, 2.041], [0.708, -2.377, 0.816], [-3.111, 2.870, -0.379], [-2.222, 3.250, 0.578], [-4.307, 3.498, -0.204], [-2.558, 3.123, -1.584], [-3.389, 0.951, -0.119], [-3.872, 0.850, 1.285], [-4.452, 0.641, -1.062], [-2.065, 0.381, -0.372], [0.754, 2.714, -3.550], [1.083, 3.029, -4.836], [1.822, 2.802, -2.779], [-0.145, 3.593, -3.124], [0.003, 0.899, -3.375], [0.803, -0.015, -4.237], [0.105, 0.545, -1.972], [-1.398, 0.996, -3.749], [0.652, 1.846, 3.375], [0.232, 2.995, 2.802], [1.973, 1.639, 2.965], [0.666, 2.000, 4.686], [-0.543, 0.462, 2.923], [-1.917, 0.948, 3.086], [-0.280, 0.118, 1.520], [-0.318, -0.725, 3.762], [1.661, -1.742, -1.588], [1.593, -2.054, -2.490], [2.602, -1.646, -1.438], [-1.390, -2.319, -1.124], [-1.947, -2.315, -1.903], [-1.946, -2.682, -0.434], [1.663, 0.850, 0.020], [1.836, 1.444, -0.711], [2.229, 1.166, 0.724]], "mulliken_spin": [1.49, 0.01, 0.00, 0.00, 0.00, 0.02, 0.00, 0.00, 0.04, 0.00, 0.00, 0.00, 0.00, 0.02, 0.00, 0.00, 0.07, 0.01, 0.00, 0.00, 0.00, 0.02, 0.00, 0.06, 0.00, 0.00, 0.00, 0.00, 0.00, 0.01, 0.00, 0.08, 0.00, 0.05, 0.00, 0.00, 0.07, 0.00, 0.00, 0.05, -0.01, 0.01], "homo_lumo_gap_ev": [7.389, 7.209], "charge": -2, "spin_multiplicity": 3, "homo_energy_ev": [-3.30, -3.17]}



Record 4
{"formula": "C4H6F2", "method": "ωB97M-V/def2-TZVPD", "species": ["C", "C", "F", "C", "C", "F", "H", "H", "H", "H", "H", "H"], "xyz": [[1.056, -0.876, -1.355], [0.184, 0.182, -1.171], [0.290, 1.404, -1.592], [-0.701, -0.086, 0.079], [-0.228, 0.501, 1.329], [-2.082, 0.478, -0.118], [2.162, -0.872, -1.889], [0.869, -1.664, -0.524], [-1.030, -1.187, 0.069], [0.791, 0.160, 1.790], [-0.214, 1.570, 1.364], [-1.097, 0.391, 2.016]], "lowdin_charge": [0.05, -0.35, 0.12, -0.30, -0.07, -0.11, 0.12, 0.08, 0.16, 0.13, 0.07, 0.10], "homo_lumo_gap_ev": 10.756, "charge": 0, "homo_energy_ev": -9.92, "smiles": "C=C(F)[C@@H](C)F"}



Record 5
{"formula": "C4H6F3InNO5", "method": "ωB97M-V/def2-TZVPD", "species": ["In", "N", "O", "O", "O", "C", "O", "O", "C", "F", "F", "F", "C", "C", "H", "H", "H", "H", "H", "H"], "xyz": [[-0.855, 0.430, 3.714], [2.695, 0.757, 4.026], [3.919, 0.948, 4.200], [2.240, -0.375, 4.041], [1.764, 1.542, 3.995], [-1.756, -0.040, -0.434], [-0.316, -0.118, -0.661], [-1.870, 0.286, 0.935], [-2.501, 0.926, -1.446], [-2.175, 2.165, -1.088], [-2.211, 0.687, -2.725], [-3.760, 0.755, -1.474], [0.094, -1.009, -1.677], [1.582, -0.850, -1.631], [1.999, -1.524, -0.883], [1.990, -1.064, -2.618], [1.856, 0.203, -1.553], [-0.276, -0.666, -2.643], [-0.153, -2.058, -1.512], [-2.265, -0.994, -0.568]], "mulliken_spin": [-0.01, -0.03, 0.15, 0.58, 0.31, 0.00, 0.00, 0.00, 0.00, 0.00, 0.00, 0.00, 0.00, 0.00, 0.00, 0.00, 0.00, 0.00, 0.00, 0.00], "homo_lumo_gap_ev": [4.695, 4.462], "charge": 2, "spin_multiplicity": 2, "homo_energy_ev": [-19.01, -18.78]}



Record 6
{"formula": "C4H6F3KO2", "method": "ωB97M-V/def2-TZVPD", "species": ["K", "C", "O", "O", "C", "F", "F", "F", "C", "C", "H", "H", "H", "H", "H", "H"], "xyz": [[-6.159, 0.116, 4.448], [-0.598, 0.494, 0.475], [0.539, -0.268, -0.051], [-1.514, -0.494, 0.915], [-0.094, 1.450, 1.605], [-1.125, 2.025, 2.259], [0.563, 0.854, 2.545], [0.619, 2.455, 1.090], [0.617, -0.504, -1.516], [1.718, -1.491, -1.778], [1.804, -1.488, -2.864], [2.711, -1.238, -1.405], [1.406, -2.425, -1.312], [0.819, 0.412, -2.071], [-0.233, -0.965, -2.021], [-1.073, 1.069, -0.320]], "lowdin_charge": [0.97, -0.45, -0.12, -0.32, -0.64, 0.09, 0.17, 0.12, -0.26, -0.11, 0.07, 0.07, 0.08, 0.10, 0.11, 0.12], "homo_lumo_gap_ev": 2.684, "charge": 0, "homo_energy_ev": -5.25}



Record 7
{"formula": "C4H6F3NS", "method": "ωB97M-V/def2-TZVPD", "species": ["C", "N", "C", "C", "S", "C", "F", "F", "F", "H", "H", "H", "H", "H", "H"], "xyz": [[-0.279, 1.133, -0.050], [-0.769, -0.228, -0.035], [0.250, -1.246, 0.039], [-2.063, -0.569, -0.014], [-2.640, -2.105, -0.017], [-3.078, 0.562, 0.008], [-2.834, 1.452, 0.992], [-4.319, 0.136, 0.189], [-3.079, 1.272, -1.141], [-0.222, 1.539, 0.964], [0.719, 1.131, -0.484], [-0.909, 1.785, -0.651], [0.787, -1.310, -0.909], [0.955, -0.997, 0.834], [-0.214, -2.207, 0.249]], "lowdin_charge": [-0.04, -0.21, -0.07, -0.68, 0.76, -0.66, 0.13, 0.12, 0.13, 0.10, 0.10, 0.09, 0.10, 0.10, 0.03], "homo_lumo_gap_ev": 9.034, "charge": 0, "homo_energy_ev": -8.76, "smiles": "CN(C)C(=S)C(F)(F)F"}



Record 8
{"formula": "C4H6F4N2O", "method": "ωB97M-V/def2-TZVPD", "species": ["C", "C", "C", "C", "N", "N", "O", "F", "F", "F", "F", "H", "H", "H", "H", "H", "H"], "xyz": [[-1.461, 1.199, -0.115], [1.312, -0.701, 0.411], [-1.220, 2.051, -1.237], [0.946, -2.104, 0.517], [-2.339, 0.507, 0.310], [2.749, -0.536, 0.866], [0.705, 0.147, -0.146], [-2.529, -0.231, 1.339], [-3.787, -0.158, -0.582], [3.701, -0.525, -0.101], [2.882, 0.678, 1.594], [-0.273, 1.812, -1.614], [-1.271, 3.175, -1.037], [-1.823, 1.786, -2.056], [-0.153, -2.077, 0.226], [0.968, -2.223, 1.671], [1.596, -2.800, -0.045]], "lowdin_charge": [-0.04, -0.42, -0.04, 0.01, -0.01, -0.05, 0.13, 0.11, -0.34, 0.03, -0.01, 0.05, 0.13, 0.08, 0.12, 0.14, 0.11], "homo_lumo_gap_ev": 9.031, "charge": 0, "homo_energy_ev": -9.63}



What are the ΔE to the lowest compared entry with this formula, charge and spin values for these records? In order: 4.706, 4.590, 2.464, 1.935, 0.240, 3.475, 0.000, 4.532 eV.